C39H32MoN4O3PS3 as an isolated structure in a non-equilibrium geometry, computed with ωB97M-V/def2-TZVPD.

Computed properties:
Total charge   -1
Molar mass   827.8 Da
Energy relative to the best compared isomer or geometry (same formula, charge and spin)   1.834 eV
HOMO-LUMO gap   5.740 eV

Last column: Löwdin charge in e.
Atoms and positions in Å:
Mo (-0.998, 1.378, 0.322)  1.286
S (-1.012, -1.112, 0.382)  0.343
S (-1.203, 0.333, -3.019)  0.584
S (0.646, -1.968, 3.061)  0.247
P (0.284, -2.432, 1.166)  0.130
O (-1.056, -1.016, -2.576)  -0.350
O (-2.697, 1.406, 0.343)  -0.496
O (-2.382, 0.601, -3.815)  -0.321
N (-0.903, 1.402, 2.464)  -0.130
N (-1.012, 1.440, -1.848)  -0.249
N (-0.972, 3.478, 0.212)  -0.046
N (1.121, 1.356, 0.402)  -0.126
C (-1.852, 1.465, 3.587)  -0.159
C (2.484, 0.776, -4.671)  -0.073
C (0.396, -5.175, 1.555)  -0.098
C (-2.393, -0.823, 6.556)  -0.107
C (-1.057, 5.776, 0.830)  -0.046
C (-1.226, -6.757, 0.756)  -0.105
C (1.707, -2.770, -1.208)  -0.086
C (-1.114, 3.787, -1.116)  -0.123
C (-0.124, 0.422, -5.556)  -0.066
C (3.043, -2.207, 0.706)  -0.116
C (-0.043, -6.482, 1.431)  -0.094
C (-1.523, -4.409, 0.332)  -0.097
C (0.155, 0.487, -4.200)  -0.266
C (-1.395, 5.545, -2.832)  -0.067
C (3.358, 1.262, 0.736)  -0.107
C (2.744, 1.276, 1.993)  -0.066
C (-2.158, 0.307, 5.789)  -0.062
C (-0.341, -4.132, 1.004)  -0.370
C (-2.236, -1.016, 3.793)  -0.109
C (0.353, 1.369, 2.761)  -0.165
C (2.332, 1.313, -0.200)  -0.156
C (1.373, 1.333, 1.753)  -0.374
C (-1.319, 3.231, -3.461)  -0.021
C (1.447, 0.661, -3.756)  -0.057
C (-2.547, -2.057, 5.939)  -0.104
C (2.845, -2.812, -1.996)  -0.090
C (-1.966, -5.720, 0.209)  -0.091
C (-2.470, -2.151, 4.559)  -0.102
C (-1.150, 2.783, -2.155)  -0.246
C (4.185, -2.247, -0.083)  -0.098
C (1.801, -2.472, 0.151)  -0.365
C (2.217, 0.715, -6.030)  -0.098
C (-1.237, 5.158, -1.489)  -0.157
C (4.089, -2.552, -1.432)  -0.103
C (-1.202, 6.138, -0.480)  -0.012
C (-2.069, 0.217, 4.402)  -0.225
C (0.913, 0.535, -6.472)  -0.085
C (-0.947, 4.416, 1.122)  -0.101
C (-1.438, 4.586, -3.800)  -0.068
H (4.415, 1.220, 0.527)  0.086
H (-1.293, 7.185, -0.740)  0.115
H (0.535, -7.286, 1.869)  0.096
H (-1.143, 0.277, -5.887)  0.111
H (-1.573, -7.779, 0.663)  0.093
H (-2.105, -3.598, -0.090)  0.076
H (-2.592, -3.108, 4.071)  0.103
H (-1.030, 6.513, 1.620)  0.102
H (2.760, -3.039, -3.051)  0.099
H (3.025, 0.803, -6.745)  0.096
H (-2.893, -5.926, -0.312)  0.098
H (5.150, -2.032, 0.360)  0.096
H (3.116, -1.957, 1.758)  0.065
H (4.980, -2.578, -2.048)  0.092
H (-2.822, 1.742, 3.166)  0.117
H (-1.545, 2.286, 4.243)  0.110
H (-2.461, -0.742, 7.634)  0.091
H (-2.731, -2.943, 6.534)  0.093
H (0.705, 1.373, 3.792)  0.136
H (1.636, 0.697, -2.702)  0.072
H (3.230, 1.245, 2.956)  0.100
H (1.312, -4.956, 2.091)  0.100
H (0.735, -2.955, -1.649)  0.101
H (-2.050, 1.268, 6.280)  0.101
H (0.700, 0.481, -7.532)  0.098
H (-1.489, 6.590, -3.099)  0.104
H (-1.569, 4.861, -4.839)  0.105
H (-2.181, -1.095, 2.715)  0.039
H (-0.834, 4.059, 2.138)  0.111
H (-1.377, 2.517, -4.265)  0.081
H (3.499, 0.912, -4.319)  0.103
H (2.441, 1.324, -1.262)  0.071

=====

C39H32N9O5SZn as an isolated structure, computed with ωB97M-V/def2-TZVPD.

Computed properties:
Total charge   -1
Molar mass   804.2 Da
Energy relative to the best compared isomer or geometry (same formula, charge and spin)   0.000 eV
HOMO-LUMO gap   6.740 eV

Last column: Löwdin charge in e.
Atoms and positions in Å:
Zn (-0.135, 0.891, 0.309)  0.647
S (1.436, 3.468, -3.191)  1.088
O (-0.402, 2.035, 1.921)  -0.126
O (-3.741, 1.414, 1.483)  0.015
O (-1.982, 3.414, 2.700)  0.026
O (-2.118, 1.396, -0.058)  -0.121
O (-0.687, -5.045, -0.779)  0.123
N (-0.238, -6.534, -2.327)  0.117
N (-1.077, -0.999, 1.507)  0.096
N (-1.598, -6.586, -2.048)  0.117
N (-3.003, -1.919, 1.907)  -0.137
N (2.128, 0.078, 1.170)  0.089
N (4.001, -0.746, 0.230)  0.120
N (-2.238, -2.256, 2.968)  0.121
N (3.326, -1.718, 0.880)  -0.122
N (0.905, 2.606, -0.833)  0.078
C (0.260, 6.028, 2.914)  -0.057
C (1.556, -1.086, -3.827)  -0.099
C (0.254, -5.617, -1.567)  -0.300
C (0.509, -0.074, -1.384)  -0.119
C (-1.102, -1.657, 2.695)  -0.203
C (0.918, 3.983, -0.734)  -0.264
C (-1.061, 7.532, 1.439)  -0.043
C (3.788, -3.092, 0.876)  -0.084
C (-2.620, 1.717, 1.082)  -0.612
C (1.607, 0.272, -3.560)  -0.070
C (-5.445, -5.531, -0.248)  -0.070
C (0.318, 6.894, 1.654)  -0.557
C (2.216, -1.207, 1.427)  -0.152
C (-3.097, -4.184, 0.312)  0.044
C (-4.258, -5.979, -0.806)  -0.024
C (0.994, -1.940, -2.887)  -0.095
C (-1.819, -5.702, -1.139)  -0.285
C (-2.305, -1.175, 1.048)  -0.147
C (2.039, -4.369, -0.395)  0.024
C (0.489, -1.435, -1.693)  -0.122
C (1.198, 4.643, -1.931)  -0.466
C (-4.287, -3.723, 0.853)  -0.170
C (1.629, -5.130, -1.483)  -0.155
C (-3.080, -5.297, -0.522)  -0.132
C (0.659, 4.689, 0.441)  0.071
C (-1.614, 2.475, 2.008)  -0.575
C (3.807, -4.909, -2.459)  -0.060
C (-5.462, -4.410, 0.569)  -0.036
C (2.521, -5.411, -2.515)  -0.027
C (4.214, -4.145, -1.373)  -0.024
C (1.218, 6.034, -1.970)  -0.088
C (1.363, 7.997, 1.872)  -0.062
C (1.091, 0.756, -2.359)  -0.261
C (1.137, 2.191, -2.033)  -0.518
C (3.339, -3.883, -0.329)  -0.188
C (3.242, 0.310, 0.431)  -0.203
C (-4.318, -2.473, 1.710)  -0.067
C (0.667, 6.071, 0.415)  -0.160
C (0.947, 6.722, -0.804)  -0.044
H (-1.068, 8.178, 0.557)  0.076
H (2.359, 7.568, 1.995)  0.087
H (2.056, 0.948, -4.281)  0.087
H (0.057, -2.135, -0.978)  0.071
H (0.039, 6.665, 3.775)  0.083
H (-4.933, -1.701, 1.246)  0.144
H (-6.368, -6.054, -0.461)  0.103
H (1.506, -1.804, 1.974)  0.106
H (-2.170, -3.668, 0.517)  0.115
H (-2.709, -0.728, 0.152)  0.142
H (-1.819, 6.759, 1.306)  0.095
H (-4.235, -6.839, -1.461)  0.113
H (1.955, -1.475, -4.756)  0.093
H (1.399, 8.705, 1.042)  0.066
H (0.939, 7.804, -0.841)  0.101
H (-6.401, -4.061, 0.982)  0.116
H (1.219, 5.537, 3.098)  0.093
H (1.120, 8.561, 2.776)  0.079
H (5.221, -3.746, -1.336)  0.115
H (4.498, -5.106, -3.269)  0.105
H (-0.273, -1.678, 3.384)  0.104
H (1.338, -4.153, 0.403)  0.127
H (-4.731, -2.685, 2.695)  0.134
H (-1.337, 8.136, 2.308)  0.081
H (1.424, 6.569, -2.889)  0.101
H (4.874, -3.065, 0.933)  0.123
H (3.486, 1.279, 0.028)  0.112
H (0.951, -3.004, -3.094)  0.085
H (0.429, 4.114, 1.329)  0.099
H (2.186, -6.003, -3.356)  0.116
H (3.412, -3.557, 1.788)  0.130
H (-0.512, 5.258, 2.862)  0.063

=====

> Which formula does entry 1 have?

C39H32MoN4O3PS3